Record 1
Formula: C4H11N5S
Source: OMol25
Level of theory: the ωB97M-V functional and the def2-TZVPD basis

Output
spin multiplicity = 1
E = -830.133694 Ha
HOMO level = -14.73 eV
Kohn-Sham gap = 7.20 eV
charge = +2

Last column: Löwdin charge in e.
CARTESIAN COORDINATES (ANGSTROEM)
C 3.33626 5.64661 7.63755  -0.60
C -3.24360 -3.44627 -0.22025  0.00
C -2.74040 -2.47755 -0.93034  -0.19
C -1.36558 -2.60731 -1.63706  -0.25
N 2.84965 6.73182 7.27026  -0.05
N -1.68969 -0.70802 -3.34050  0.17
N -1.63460 -0.44693 -4.48618  0.11
N 1.57002 7.01124 6.78153  0.11
N -1.53890 -2.40860 -3.00125  0.09
S 4.15748 4.38172 7.86934  1.06
H -4.24231 -3.32346 0.16948  0.07
H -2.53750 -4.33741 0.00457  0.11
H -3.42276 -1.63582 -1.18341  0.11
H -1.03311 -3.64802 -1.60172  0.14
H -0.54046 -1.97295 -1.21244  0.14
H 3.43372 7.58107 7.30286  0.21
H -1.42047 0.58044 -4.75866  0.22
H -1.48232 -1.06187 -5.33893  0.20
H 0.94978 6.15810 6.85969  0.16
H 1.30814 7.92633 7.09211  0.11
H -2.08784 -2.79700 -3.68381  0.08

=====

Record 2
Formula: C4H11N8O
Source: OMol25
Level of theory: the ωB97M-V functional and the def2-TZVPD basis

Output
spin multiplicity = 3
E = -671.924816 Ha
HOMO level (alpha / beta) = -8.00 / -13.03 eV
<S²> = 2.0061
Kohn-Sham gap (alpha / beta) = 5.58 / 6.50 eV
charge = +1

Last column: Löwdin charge in e.
CARTESIAN COORDINATES (ANGSTROEM)
C 0.38036 -1.87519 0.60685  -0.41
C 0.50147 0.53371 1.00231  -0.58
C -1.41653 1.02819 -0.56024  -0.45
C 1.09255 -0.43312 -1.07145  -0.56
N 0.82270 -1.62488 -0.57982  0.24
N 0.13319 -0.77472 1.45815  0.16
N 1.37053 0.52776 -0.09589  0.18
N 0.38649 -3.18955 1.00154  0.20
N 0.99290 1.28552 2.05204  0.13
N -2.46419 1.83415 -0.74257  0.24
N 1.61283 -0.33821 -2.24178  0.22
N -0.81667 0.15232 -1.29454  0.17
O -0.77915 1.23315 0.63234  0.03
H -0.29810 -0.85064 2.42051  0.18
H 1.85187 1.39924 -0.22765  0.16
H 0.60275 -3.77469 0.28910  0.06
H -0.00827 -3.56497 1.88939  0.15
H 1.08628 2.32571 1.99076  0.13
H 0.41578 1.10542 2.90531  0.12
H -3.06795 1.59420 -1.42188  0.08
H -2.79679 2.49215 -0.09288  0.12
H 1.50410 -1.33055 -2.68785  0.20
H 1.97806 0.46197 -2.57442  0.08
H -1.36743 -0.29346 -2.07592  0.14

=====

Record 3
Formula: C4H11NO
Source: OMol25
Level of theory: the ωB97M-V functional and the def2-TZVPD basis

Output
spin multiplicity = 1
E = -288.956087 Ha
HOMO level = -8.44 eV
Kohn-Sham gap = 9.28 eV

Last column: Löwdin charge in e.
CARTESIAN COORDINATES (ANGSTROEM)
C -0.15377 -1.51279 -1.49371  0.00
C -0.32404 -0.74349 -0.42138  -0.26
N 0.66364 -0.60647 0.58016  -0.08
C 0.16938 -0.30241 1.91443  -0.28
C -0.37496 1.12311 2.09215  -0.09
H -0.92465 -1.59791 -2.23643  0.05
H 0.78910 -2.03444 -1.56371  0.06
H -1.26675 -0.22187 -0.24179  0.10
H 1.47592 -0.10342 0.26063  0.11
H 0.99880 -0.46494 2.59431  0.10
H -0.55397 -1.10200 2.11573  0.11
H -0.78062 1.48960 1.15814  0.05
H 0.43947 1.77290 2.40810  0.07
H -1.12841 1.17865 2.87582  0.07
O 0.53413 0.97419 -3.68891  -0.07
H -0.41585 0.91392 -3.53538  0.03
H 0.85257 1.23739 -2.81816  0.02

=====

Record 4
Formula: C4H11NO
Source: OMol25
Level of theory: the ωB97M-V functional and the def2-TZVPD basis

Output
spin multiplicity = 1
E = -288.756579 Ha
HOMO level = -8.55 eV
Kohn-Sham gap = 6.97 eV

Last column: Löwdin charge in e.
CARTESIAN COORDINATES (ANGSTROEM)
C 2.86058 0.55967 0.06014  -0.10
C 1.78467 -0.53430 0.35053  -0.33
C 0.30970 -0.20277 0.41811  -0.23
C -0.32747 0.42981 -0.54198  -0.10
N -1.45344 1.19639 -0.01341  0.01
H 2.77435 0.85971 -0.98131  0.07
H 3.81361 0.13387 0.23070  0.05
H 2.56143 1.31659 0.75823  0.01
H 1.80911 -1.32075 -0.45449  0.12
H 2.11846 -1.01612 1.26679  0.10
H 0.87485 1.20731 1.69510  0.18
H -0.36868 -0.71285 1.14525  0.13
H -0.95387 2.01941 0.38764  0.09
H -1.91560 1.52593 -0.86611  0.08
H -2.31473 -1.89325 -1.01003  0.03
H -2.46379 -0.58762 -0.20939  -0.01
O -2.94074 -1.42768 -0.44866  -0.09

=====

Record 5
Formula: C4H11NO
Source: OMol25
Level of theory: the ωB97M-V functional and the def2-TZVPD basis

Output
spin multiplicity = 1
E = -288.928517 Ha
HOMO level = -7.89 eV
Kohn-Sham gap = 8.75 eV

Last column: Löwdin charge in e.
CARTESIAN COORDINATES (ANGSTROEM)
C 0.21679 -0.86216 2.52254  -0.04
C -0.63454 0.07068 2.14998  -0.33
N -0.30643 1.42633 1.99265  0.02
H -0.06748 -1.85730 2.84178  0.04
H 1.30119 -0.74839 2.44210  0.05
H -1.67912 -0.09151 1.88246  0.10
H 0.23436 1.97217 2.64768  0.08
H -0.85919 1.89384 1.30162  0.06
C 0.19330 -0.64600 -2.78306  -0.08
C 0.59401 -0.01896 -1.43358  -0.28
O -0.54602 -0.08515 -0.54419  -0.12
H -0.88064 -0.68115 -2.94947  0.07
H 0.57894 0.00811 -3.59757  0.07
H 0.69143 -1.58458 -2.95058  0.06
H 0.80267 1.03629 -1.64253  0.10
H 1.48988 -0.39726 -0.92681  0.12
H -1.12915 0.56507 -0.95303  0.08

=====

Record 6
Formula: C4H11NO
Source: OMol25
Level of theory: the ωB97M-V functional and the def2-TZVPD basis

Output
spin multiplicity = 1
E = -288.931058 Ha
HOMO level = -8.92 eV
Kohn-Sham gap = 9.88 eV

Last column: Löwdin charge in e.
CARTESIAN COORDINATES (ANGSTROEM)
C -0.22813 1.46223 1.56652  -0.10
C -0.17661 -0.13284 1.45450  -0.24
C -0.70424 -0.55954 0.18091  -0.26
N 0.10027 -1.40017 -0.80158  -0.03
C 0.35108 -0.78256 -2.04527  -0.31
O 1.48034 0.07813 -1.95039  -0.07
H 0.38847 1.86035 0.76557  0.04
H 0.20466 2.04103 2.42787  0.07
H -1.27051 1.87179 1.51815  0.08
H -0.70446 -0.39102 2.32080  0.08
H 0.79114 -0.64847 1.61283  0.12
H -1.51937 -1.25705 0.45522  0.11
H -1.28002 0.17326 -0.41640  0.12
H 0.91921 -1.61049 -0.30921  0.08
H 0.85117 -1.44789 -2.69630  0.10
H -0.56142 -0.23473 -2.43684  0.14
H 1.35843 0.97797 -1.64638  0.07

=====

Record 7
Formula: C4H11NO
Source: OMol25
Level of theory: the ωB97M-V functional and the def2-TZVPD basis

Output
spin multiplicity = 1
E = -288.938124 Ha
HOMO level = -7.73 eV
Kohn-Sham gap = 8.62 eV

Last column: Löwdin charge in e.
CARTESIAN COORDINATES (ANGSTROEM)
C 0.91205 1.50652 -0.12234  -0.04
C -0.14395 0.40937 -0.30271  -0.34
C -0.37589 -0.24412 -1.73170  -0.09
C -0.95715 0.02987 0.74129  -0.17
N -1.21105 0.98326 1.75104  0.01
H 1.91490 1.09086 0.06831  0.10
H 0.64459 2.09276 0.65824  0.02
H 1.08754 1.86713 -1.07471  0.05
H -0.84966 0.45165 -2.49967  0.09
H -1.07744 -1.05443 -1.49262  0.06
H 0.59159 -0.59007 -2.21987  0.08
H -1.49646 -0.92629 0.87574  0.12
H -2.07328 0.84978 2.32749  0.10
H -1.16873 1.93392 1.43733  0.06
O 1.53657 -2.29238 -0.12494  -0.07
H 1.06723 -2.92944 -0.68151  0.04
H 0.93415 -1.53941 -0.16375  -0.03

=====

Record 8
Formula: C4H11NO
Source: OMol25
Level of theory: the ωB97M-V functional and the def2-TZVPD basis

Output
spin multiplicity = 1
E = -288.947736 Ha
HOMO level = -9.46 eV
Kohn-Sham gap = 10.32 eV

Last column: Löwdin charge in e.
CARTESIAN COORDINATES (ANGSTROEM)
C -1.88912 -1.51004 -1.25724  -0.12
C -1.72456 -0.43904 -0.18580  -0.23
C -0.24474 -0.42720 0.38670  -0.27
O 0.71144 -0.06781 -0.57229  -0.09
H -2.92290 -1.56428 -1.58782  0.07
H -1.60356 -2.48427 -0.86981  0.07
H -1.27691 -1.28999 -2.12615  0.06
H -2.40160 -0.63156 0.64766  0.10
H -1.96069 0.54015 -0.60728  0.11
H -0.03216 -1.41423 0.82104  0.12
H -0.39563 0.43862 1.05896  0.11
H 0.67817 -0.69514 -1.30395  0.09
C 2.70974 2.02128 1.47944  -0.16
N 2.84021 1.99276 0.23581  0.03
H 3.38368 2.65118 2.05394  0.05
H 1.94604 1.50253 2.07211  0.05
H 2.18260 1.37705 -0.24532  0.01

=====

Record 9
Formula: C4H11NO
Source: OMol25
Level of theory: the ωB97M-V functional and the def2-TZVPD basis

Output
spin multiplicity = 1
E = -288.827991 Ha
HOMO level = -8.86 eV
Kohn-Sham gap = 9.69 eV

Last column: Löwdin charge in e.
CARTESIAN COORDINATES (ANGSTROEM)
C -1.65978 -0.86996 0.41082  -0.21
C -0.28256 1.14525 -0.33549  -0.23
C 0.88384 0.80631 0.56555  -0.22
C 1.76429 -0.18583 -0.13324  -0.28
H -1.44085 -0.09493 1.70083  0.16
H -2.98028 -1.01992 0.07547  0.13
H -1.03137 -2.16352 0.60507  0.16
H -1.86121 0.24923 -1.21056  0.06
H -0.84742 2.03162 0.13412  0.13
H 0.07439 1.37800 -1.35651  0.12
H 0.59788 0.23029 1.44348  0.09
H 1.47273 1.72470 0.66244  0.12
H 1.98878 0.20425 -1.16408  0.12
H 2.75671 -0.38692 0.35208  0.13
H 0.48659 -1.47478 -0.89415  0.07
N -1.13326 -0.05232 -0.63186  -0.21
O 1.21151 -1.52146 -0.22396  -0.13

=====

Record 10
Formula: C4H11NO
Source: OMol25
Level of theory: the ωB97M-V functional and the def2-TZVPD basis

Output
spin multiplicity = 1
E = -288.710036 Ha
HOMO level = -7.74 eV
Kohn-Sham gap = 4.05 eV

Last column: Löwdin charge in e.
CARTESIAN COORDINATES (ANGSTROEM)
C 2.09881 -0.34042 -0.86655  0.11
C 1.48151 -0.66860 0.30242  -0.26
C -0.48339 1.01636 -1.55706  -0.08
N 0.95013 0.05768 1.29893  0.11
C -0.42405 -0.31667 1.48746  -0.13
O -2.65399 0.08977 -0.16357  -0.31
H 1.12206 -1.71200 0.34483  0.13
H -0.67568 -0.03403 -1.77579  0.03
H 2.17423 -1.19097 -1.52895  0.08
H 2.60424 0.58308 -1.10055  0.08
H 0.51819 1.33645 -1.85060  0.01
H -1.30214 1.57679 -1.98583  0.03
H -0.43022 1.13343 -0.48278  -0.01
H -1.03754 0.43485 1.96798  0.09
H -0.38058 -1.21806 2.14101  0.14
H -0.90307 -0.72625 0.58121  0.07
H -3.59832 -0.04665 -0.23405  -0.08

=====

Record 11
Formula: C4H11NO
Source: OMol25
Level of theory: the ωB97M-V functional and the def2-TZVPD basis

Output
spin multiplicity = 1
E = -288.971906 Ha
HOMO level = -9.85 eV
Kohn-Sham gap = 10.66 eV

Last column: Löwdin charge in e.
CARTESIAN COORDINATES (ANGSTROEM)
C -1.92470 -1.17875 -1.19182  -0.03
C -0.89966 -1.37294 -0.17574  -0.57
N 0.44170 -1.02393 -0.49856  0.16
O -1.24710 -1.83391 0.89788  0.04
H -1.43250 -1.11659 -2.21538  0.10
H -2.55384 -0.30507 -1.08644  0.09
H -2.56403 -2.05525 -1.14242  0.09
H 1.20899 -0.99581 0.20259  0.11
H 0.58554 -0.53826 -1.28134  0.02
C 1.28761 2.88713 0.07746  -0.15
C 1.90004 1.80168 1.01663  -0.16
H 1.82746 3.74361 -0.22452  0.03
H 1.25880 2.39033 -0.90304  0.06
H 0.40835 3.31196 0.63741  0.08
H 2.91367 1.59163 0.89207  0.04
H 1.43056 0.81967 1.03255  0.02
H 1.62210 2.16974 2.03624  0.08

=====

Record 12
Formula: C4H11NO
Source: OMol25
Level of theory: the ωB97M-V functional and the def2-TZVPD basis

Output
spin multiplicity = 1
E = -288.931843 Ha
HOMO level = -8.06 eV
Kohn-Sham gap = 8.85 eV

Last column: Löwdin charge in e.
CARTESIAN COORDINATES (ANGSTROEM)
C -1.51147 -0.49398 0.15700  -0.06
C -0.65885 0.83673 0.01093  -0.34
C -0.97548 1.87978 -1.01298  -0.11
C 0.55028 0.93062 0.65175  -0.15
N 1.16951 -0.09108 1.47837  0.04
H -1.89654 -0.77609 -0.95768  0.12
H -0.77530 -1.27110 0.56261  0.06
H -2.38321 -0.41619 0.79617  0.05
H -2.00256 1.65142 -1.37250  0.08
H -1.02226 2.96310 -0.75436  0.09
H -0.40226 1.90205 -1.88877  0.05
H 0.97879 1.92121 0.60905  0.10
H 1.68725 0.18993 2.30842  0.08
H 0.68918 -0.93492 1.59415  0.03
O 1.32023 -2.47633 -0.96139  -0.08
H 1.24330 -1.54588 -0.70749  -0.01
H 0.70834 -2.15427 -1.68730  0.06

=====

Record 13
Formula: C4H11NO
Source: OMol25
Level of theory: the ωB97M-V functional and the def2-TZVPD basis

Output
spin multiplicity = 1
E = -288.988926 Ha
HOMO level = -9.14 eV
Kohn-Sham gap = 10.08 eV

Last column: Löwdin charge in e.
CARTESIAN COORDINATES (ANGSTROEM)
C -0.67815 -1.38203 -0.57235  -0.06
C -0.79106 -0.06819 0.19674  -0.44
N -1.94470 0.72342 -0.19803  0.05
C 0.46715 0.78966 0.30220  -0.41
C 1.63389 0.06311 0.92526  -0.05
O 0.80064 1.22127 -1.02540  -0.04
H -0.62098 -1.23456 -1.65270  0.08
H 0.21797 -1.94349 -0.29085  0.07
H -1.54780 -1.98461 -0.31658  0.08
H -0.92761 -0.46164 1.22262  0.13
H -1.71754 1.45388 -0.86902  0.07
H -2.58840 0.15524 -0.73303  0.06
H 0.20787 1.68983 0.86281  0.14
H 1.38172 -0.34019 1.91518  0.09
H 1.90382 -0.77180 0.27859  0.08
H 2.46830 0.74161 1.09864  0.08
H 1.73490 1.34850 -1.14408  0.08

=====

Record 14
Formula: C4H11NO
Source: OMol25
Level of theory: the ωB97M-V functional and the def2-TZVPD basis

Output
spin multiplicity = 1
E = -288.981744 Ha
HOMO level = -7.94 eV
Kohn-Sham gap = 8.80 eV

Last column: Löwdin charge in e.
CARTESIAN COORDINATES (ANGSTROEM)
C 1.53818 0.69739 -0.98248  -0.12
C 0.15885 0.12523 -0.92484  -0.17
C -0.29048 -0.84148 -0.13183  -0.43
C -1.71568 -1.32686 -0.18972  -0.05
N 0.53256 -1.58786 0.70328  0.10
H 1.53445 1.76298 -1.21423  0.07
H 2.12043 0.18413 -1.76467  0.08
H 2.10525 0.59827 -0.05698  0.06
H -0.51794 0.62366 -1.60273  0.10
H -2.42035 -0.50565 -0.02872  0.08
H -1.94004 -1.70305 -1.17107  0.07
H -1.94998 -2.07993 0.55801  0.07
H 0.05257 -2.01466 1.47236  0.08
H 1.48957 -1.29692 0.79902  0.08
O 0.06479 2.66127 1.66030  -0.06
H 0.07385 1.73579 1.37220  0.01
H -0.83603 2.96772 1.50209  0.04